A single C4H5NO2 molecule, computed with ωB97M-V/def2-TZVPD.

The geometry in XYZ format:
```
12
Properties=species:S:1:pos:R:3:mulliken_charge:R:1
H 1.569 -1.685 0.545 0.29
N 0.235 0.969 -0.749 -0.39
C 1.116 -0.714 0.457 -0.56
H -2.061 1.371 -0.741 0.34
H -1.955 -1.018 -0.711 0.22
C -0.081 -0.119 -0.096 0.54
O 1.587 1.169 -0.608 -0.16
C -1.586 -0.336 0.066 -0.38
C 2.064 0.195 0.158 -0.10
O -2.306 0.876 0.053 -0.52
H -1.805 -0.786 1.039 0.29
H 3.077 0.253 0.524 0.42
```

SMILES = OCc1ccon1
LUMO = 1.0 eV
Orbital gap = 11.005 eV
Relative energy (zero: lowest compared OMol25 entry of this formula, charge and spin) = 63.8 kcal/mol
Multiplicity = 1
DFT total energy = -9811.5484 eV